1.
Entry from the OMol25 dataset: 2 unconnected molecules or ions with the total composition C3H4FN at a distorted geometry (ωB97M-V/def2-TZVPD).

Its expectation value of S² is 2.004. For the energy relative to the best compared isomer or geometry (same formula, charge and spin), the calculation gives 1.691 eV. Its largest force on an atom is 0.124 Eh/bohr. Its calculated total energy is -271.1000 Eh. As for the spin multiplicity: 3. The total charge is 0. The molar mass is 73.1 g mol⁻¹.

CARTESIAN COORDINATES (ANGSTROEM)
F 2.007 0.089 0.797
N -1.159 -1.030 -0.801
C 0.644 0.258 0.778
C -1.043 -2.031 -1.351
C 0.377 1.592 0.762
H -1.034 -2.730 -2.039
H 0.632 2.198 1.585
H 0.121 -0.312 0.053
H -0.546 1.965 0.216


2.
Entry from the OMol25 dataset: a molecular structure, C12H19BI3N5O2P at a distorted geometry (ωB97M-V/def2-TZVPD).

Its largest force on an atom is 0.098 Eh/bohr. Its calculated total energy is -2151.9672 Eh. The total charge is +1. The molar mass is 687.8 g mol⁻¹.

CARTESIAN COORDINATES (ANGSTROEM)
I 2.090 -1.786 1.029
I 5.025 4.858 0.168
I -0.507 3.515 -1.318
P 3.216 -0.625 -0.876
O 6.279 0.979 -1.335
O 2.488 -1.146 -2.350
N 4.054 1.803 -0.406
N -3.669 -1.573 1.040
N 2.915 1.090 -0.717
N 0.617 1.745 -1.127
N 2.349 3.377 -0.622
C -1.611 0.873 0.795
C 3.744 3.180 -0.324
C -4.862 -1.303 1.590
C -3.369 -2.868 0.857
C -1.514 0.298 -0.683
C 1.876 2.035 -0.836
C 5.911 0.816 1.329
C -2.711 0.749 -1.656
C -5.439 -3.604 1.767
C -5.775 -2.273 1.970
C -0.052 0.466 -1.357
C -4.212 -3.911 1.199
B 5.441 1.191 -0.190
H -2.266 1.811 0.749
H 4.972 0.550 1.907
H -3.537 1.231 -1.050
H -6.723 -1.996 2.412
H -3.134 -0.177 -2.170
H -2.397 -3.058 0.413
H -3.918 -4.938 1.026
H 0.491 -0.473 -1.065
H 6.408 1.731 1.776
H -6.127 -4.392 2.050
H 6.805 0.165 -1.216
H -0.252 0.375 -2.482
H -0.600 1.246 1.175
H -2.130 0.187 1.531
H -5.081 -0.248 1.725
H 2.627 -0.439 -3.023
H -1.672 -0.830 -0.572
H -2.360 1.447 -2.487
H 6.610 -0.078 1.355


3.
Entry from the OMol25 dataset: a single C21H24N4O2S molecule (ωB97M-V/def2-TZVPD).

The SMILES is CCC(C)(C)NC(=O)[C@@H](c1cccs1)N(C(=O)c1ccn[nH]1)c1ccccc1. For the energy relative to the best compared isomer or geometry (same formula, charge and spin), the calculation gives 1.435 eV. Its largest force on an atom is 0.017 Eh/bohr. Its calculated total energy is -1582.3593 Eh. The total charge is 0. The molar mass is 396.5 g mol⁻¹.

CARTESIAN COORDINATES (ANGSTROEM)
S 0.005 -2.538 -0.772
O -0.261 2.136 1.476
O -1.683 0.025 -0.441
N 0.714 4.228 0.021
N -2.159 -0.472 1.726
N 0.906 0.614 0.296
N 1.413 5.147 -0.614
C 0.159 -0.403 1.040
C 2.949 -0.582 -3.152
C 0.812 -3.998 -0.361
C 3.491 -0.832 -1.902
C -1.342 -0.227 0.694
C 1.733 0.072 -3.262
C 1.055 0.477 -2.127
C 2.360 3.131 -0.905
C 1.451 -3.920 0.833
C -3.622 -0.426 1.663
C -4.065 0.976 1.237
C -3.684 -2.893 0.936
C 0.553 1.889 0.593
C 0.548 -1.796 0.696
C 2.824 -0.425 -0.761
C -4.116 -1.462 0.637
C 1.227 2.981 -0.119
C 1.606 0.234 -0.875
C -4.142 -0.728 3.068
C 2.419 4.502 -1.179
C 1.297 -2.656 1.442
H 2.012 -4.728 1.268
H 3.146 5.033 -1.760
H 3.049 2.379 -1.226
H 3.473 -0.902 -4.040
H -3.657 1.720 1.917
H -5.205 -1.409 0.592
H -1.757 -0.567 2.643
H 1.727 -2.394 2.392
H 0.329 -0.217 2.108
H 0.092 0.959 -2.192
H -5.149 1.048 1.240
H 3.240 -0.613 0.217
H -5.227 -0.786 3.057
H -4.150 -3.270 1.844
H -3.723 -1.173 -0.338
H 1.305 0.259 -4.235
H -3.699 1.190 0.237
H -0.111 4.457 0.557
H -3.848 0.063 3.755
H 4.438 -1.345 -1.814
H -3.749 -1.672 3.436
H -3.975 -3.542 0.114
H 0.761 -4.832 -1.033
H -2.603 -2.953 1.046


4.
Entry from the OMol25 dataset: a molecular structure, C3HCuO3 at a distorted geometry (ωB97M-V/def2-TZVPD).

Its expectation value of S² is 2.015. For the energy relative to the best compared isomer or geometry (same formula, charge and spin), the calculation gives 4.438 eV. Its largest force on an atom is 0.116 Eh/bohr. Its calculated total energy is -1980.7682 Eh. As for the spin multiplicity: 3. The total charge is 0. The molar mass is 148.6 g mol⁻¹.

CARTESIAN COORDINATES (ANGSTROEM)
Cu 2.769 -0.798 0.643
O 0.840 0.275 -0.264
O -0.315 -1.817 -0.311
O -0.841 1.781 -0.191
C -0.365 0.603 0.253
C 0.766 -1.380 -0.722
C -1.053 -0.485 0.698
H -1.801 1.820 -0.105


5.
Entry from the OMol25 dataset: a molecular structure, C32H40BN9O7S3Sr at a distorted geometry (ωB97M-V/def2-TZVPD).

For the energy relative to the best compared isomer or geometry (same formula, charge and spin), the calculation gives 0.955 eV. Its largest force on an atom is 0.046 Eh/bohr. Its calculated total energy is -3513.0403 Eh. The total charge is -2. The molar mass is 857.4 g mol⁻¹.

CARTESIAN COORDINATES (ANGSTROEM)
Sr -0.209 -0.409 0.112
S 1.136 -2.854 0.975
S 4.284 -0.507 1.655
S -2.164 -1.986 1.487
O 0.250 0.324 -2.325
O -0.762 -1.968 -1.504
O -2.895 0.362 -7.687
O -3.938 -1.211 -6.657
O -2.733 -2.400 -2.213
O 1.799 1.665 -4.105
O 0.679 2.679 -5.633
N 0.160 3.112 1.035
N 1.050 2.351 0.355
N 0.519 1.681 3.041
N -1.684 -1.815 -2.300
N -3.092 -0.336 -6.706
N -2.020 1.378 0.743
N 0.403 0.331 3.094
N 0.809 1.810 -4.781
N -1.817 1.887 1.984
C -0.243 -3.969 0.836
C -3.897 0.508 -0.597
C 2.162 1.001 4.334
C 1.410 3.061 -0.708
C -1.165 0.737 -5.628
C 0.041 -5.307 0.500
C -0.935 -6.287 0.383
C -0.296 0.860 -4.588
C 0.735 4.302 -0.725
C -3.970 1.418 1.860
C 5.808 0.418 1.377
C -2.572 -4.632 0.933
C 1.392 -0.094 3.880
C -2.264 -5.944 0.605
C -5.412 0.378 -0.498
C 1.578 -1.550 4.218
C 1.568 2.105 3.768
C -2.333 -1.024 -4.477
C -1.477 -0.898 -3.425
C 2.905 1.143 -1.361
C -3.318 1.088 0.661
C 0.239 -2.238 4.446
C -3.506 1.349 -1.820
C 2.494 -1.712 5.432
C -0.418 0.106 -3.345
C 4.225 -1.336 0.051
C -1.605 -3.614 1.057
C 2.478 2.580 -1.658
C -0.047 4.282 0.412
C -2.191 -0.195 -5.576
C -2.971 1.927 2.663
C 3.683 3.524 -1.602
B -0.492 2.610 2.348
H -1.038 1.359 -6.500
H -3.499 -0.505 -0.698
H 3.734 0.857 -2.015
H 0.394 -3.301 4.657
H 2.085 -1.179 6.298
H 4.136 3.493 -0.605
H -3.987 2.331 -1.767
H 3.394 4.558 -1.807
H 2.055 -2.035 3.364
H 4.293 -0.600 -0.752
H 5.658 1.191 0.620
H 4.439 3.226 -2.335
H -5.007 1.283 2.118
H 5.035 -2.062 -0.037
H 3.214 1.038 -0.316
H 6.090 0.891 2.320
H 6.611 -0.254 1.061
H -5.874 1.362 -0.355
H -2.428 1.522 -1.862
H -3.824 0.860 -2.747
H -0.661 -7.304 0.117
H -5.696 -0.265 0.338
H -3.002 2.309 3.672
H -0.405 -2.150 3.570
H 3.032 0.988 4.972
H -3.605 -4.344 1.102
H -0.743 3.554 3.076
H -3.114 -1.769 -4.444
H 2.071 2.608 -2.672
H -3.050 -6.689 0.521
H 1.810 3.156 3.831
H 3.272 -1.868 -0.015
H 2.080 0.453 -1.543
H -0.730 5.011 0.821
H 3.502 -1.330 5.241
H 1.083 -5.561 0.332
H -5.815 -0.061 -1.416
H 2.580 -2.772 5.692
H 0.803 5.089 -1.462
H -0.281 -1.780 5.298


The lowest largest force on an atom belongs to which entry? C21H24N4O2S


Which of these has the lowest total charge? C32H40BN9O7S3Sr


Which of these has the lowest largest force on an atom? C21H24N4O2S